{"formula": "C52H90O23", "method": "ωB97M-V with the def2-TZVPD basis set", "multiplicity": 1, "total_charge": 0, "e_lumo_ev": -0.43, "orbital_gap_ev": 8.59, "energy_ev": -102456.176, "smiles": "CCCCCCCCCCCCCCC[C@H]1C(=O)O[C@@H](OC(=O)c2ccccc2)[C@H]1CC=O.CCOC(=O)OC.CCOC(=O)OC.CCOC(=O)OC.CCOC(=O)OC.CCOC(=O)OC.CCOC(=O)OC", "symbols": ["C", "C", "C", "C", "C", "C", "C", "C", "C", "C", "C", "C", "C", "C", "C", "C", "C", "O", "O", "C", "O", "C", "O", "C", "C", "C", "C", "C", "C", "C", "C", "C", "O", "H", "H", "H", "H", "H", "H", "H", "H", "H", "H", "H", "H", "H", "H", "H", "H", "H", "H", "H", "H", "H", "H", "H", "H", "H", "H", "H", "H", "H", "H", "H", "H", "H", "H", "H", "H", "H", "H", "H", "H", "H", "H", "C", "C", "O", "C", "O", "O", "C", "H", "H", "H", "H", "H", "H", "H", "H", "C", "C", "O", "C", "O", "O", "C", "H", "H", "H", "H", "H", "H", "H", "H", "C", "C", "O", "C", "O", "O", "C", "H", "H", "H", "H", "H", "H", "H", "H", "C", "C", "O", "C", "O", "O", "C", "H", "H", "H", "H", "H", "H", "H", "H", "C", "C", "O", "C", "O", "O", "C", "H", "H", "H", "H", "H", "H", "H", "H", "C", "C", "O", "C", "O", "O", "C", "H", "H", "H", "H", "H", "H", "H", "H"], "xyz": [[1.579514, -1.943475, -1.690591], [2.655302, -1.392711, -0.579625], [4.216843, -1.288741, -1.167914], [4.407937, 0.319710, -1.565843], [5.470739, 0.566568, -2.792798], [4.730322, 1.266432, -4.102753], [4.672592, 2.879345, -3.814131], [3.901378, 3.753295, -4.967218], [2.289616, 3.320373, -4.878401], [1.355425, 4.468050, -4.165384], [1.653229, 4.712206, -2.572114], [1.604170, 3.365995, -1.638479], [0.100904, 2.839350, -1.251683], [-1.015880, 4.019690, -1.031425], [-2.103409, 4.174813, -2.256589], [-3.230306, 2.987523, -2.332026], [-4.477049, 3.748913, -3.145562], [-5.203472, 4.777100, -2.670990], [-4.738640, 3.115146, -4.480569], [-4.418654, 1.656444, -4.355954], [-4.349270, 0.865167, -5.593941], [-4.440907, -0.581492, -5.343170], [-3.509544, -1.495327, -5.692623], [-5.807682, -1.208219, -4.623648], [-7.206980, -1.371832, -5.472077], [-8.516533, -1.964867, -4.625982], [-8.407850, -2.406955, -3.017707], [-6.960836, -2.225255, -2.217568], [-5.636633, -1.633011, -3.021548], [-3.056646, 1.744443, -3.390721], [-1.747797, 1.673070, -4.374936], [-1.069603, 0.144542, -4.379146], [-1.376581, -0.810237, -3.485482], [1.789363, -3.089172, -1.858702], [1.628577, -1.411799, -2.732814], [0.465341, -1.867873, -1.294035], [2.655015, -2.080026, 0.370202], [2.253595, -0.333917, -0.215559], [5.017393, -1.606927, -0.341506], [4.333094, -1.927360, -2.158287], [4.623587, 0.954743, -0.598049], [3.339820, 0.655458, -1.978854], [5.899830, -0.472095, -3.128948], [6.308752, 1.335427, -2.457285], [5.362606, 1.120058, -5.104148], [3.689183, 0.742075, -4.215495], [5.800596, 3.268315, -3.800662], [4.203422, 3.149905, -2.776908], [3.980278, 4.928841, -4.802466], [4.259224, 3.520723, -6.070760], [1.934162, 3.268397, -6.016054], [2.126325, 2.248154, -4.438070], [0.238863, 4.246271, -4.437384], [1.623968, 5.494178, -4.712976], [2.772053, 5.122702, -2.503435], [0.969680, 5.593124, -2.217475], [2.236231, 3.469069, -0.630971], [2.129110, 2.468564, -2.224467], [-0.322888, 2.002042, -1.987020], [0.205618, 2.283947, -0.200218], [-0.566941, 5.077343, -0.760183], [-1.651895, 3.697696, -0.073619], [-1.632204, 4.301654, -3.320072], [-2.700267, 5.185289, -2.038197], [-3.546109, 2.457306, -1.323803], [-5.263697, 1.324267, -3.586261], [-7.263138, -1.080885, -6.621556], [-9.554488, -2.080204, -5.198574], [-9.358093, -2.813059, -2.464600], [-6.793082, -2.492161, -1.082549], [-4.569569, -1.484162, -2.515941], [-3.258827, 0.807247, -2.679160], [-0.862120, 2.401376, -4.060902], [-1.980833, 1.957282, -5.510683], [-0.299164, -0.182447, -5.230164], [8.821840, -3.722653, 3.601045], [7.676566, -3.315682, 2.689651], [7.768079, -1.932848, 2.321488], [8.727310, -1.624951, 1.417081], [9.504545, -2.413301, 0.893312], [8.703592, -0.284624, 1.209129], [9.744748, 0.182682, 0.354450], [8.864990, -3.069880, 4.478473], [8.702786, -4.757746, 3.931941], [9.787705, -3.636111, 3.094880], [6.730185, -3.435857, 3.227739], [7.621607, -3.947991, 1.795939], [9.739816, -0.345033, -0.604062], [10.713379, 0.070680, 0.852549], [9.575530, 1.245863, 0.162406], [6.167669, -6.656586, 8.957384], [4.998737, -5.920721, 8.324914], [5.077076, -4.509604, 8.567317], [6.012433, -3.839144, 7.854248], [6.778501, -4.325915, 7.031984], [5.979719, -2.535149, 8.226822], [6.997772, -1.739639, 7.623841], [6.230983, -6.430155, 10.026296], [6.059880, -7.736647, 8.827254], [7.120278, -6.353653, 8.513136], [4.066502, -6.267298, 8.783651], [4.923151, -6.121909, 7.250035], [6.970276, -1.818075, 6.532812], [7.978913, -2.037045, 8.008299], [6.820786, -0.695912, 7.898029], [6.264221, 0.749556, 3.874975], [7.404387, 1.723296, 3.630499], [6.936148, 2.933055, 3.019446], [6.256738, 3.778887, 3.829290], [6.017750, 3.603666, 5.017611], [5.856336, 4.845583, 3.093002], [5.031894, 5.761634, 3.809943], [5.721604, 0.552297, 2.945185], [6.642308, -0.195087, 4.274704], [5.537209, 1.153181, 4.585700], [8.116642, 1.272891, 2.930895], [7.954982, 1.946724, 4.551629], [5.520419, 6.102441, 4.727792], [4.067017, 5.295769, 4.035504], [4.855023, 6.631512, 3.171275], [-9.990555, 2.480048, -5.858855], [-9.756336, 1.901226, -7.243783], [-10.638079, 0.801300, -7.506155], [-11.929256, 1.125483, -7.752419], [-12.397181, 2.257062, -7.774772], [-12.628739, -0.021322, -7.941743], [-14.030973, 0.180829, -8.102155], [-9.905088, 1.699176, -5.096761], [-9.266326, 3.269987, -5.643051], [-10.994585, 2.904114, -5.765694], [-8.736140, 1.506622, -7.299520], [-9.850174, 2.663408, -8.025977], [-14.241386, 0.885744, -8.912139], [-14.466277, 0.532208, -7.160912], [-14.486229, -0.780480, -8.356114], [-17.409901, -1.694870, -1.655101], [-18.555175, -1.287900, -2.566495], [-18.463662, 0.094935, -2.934658], [-17.504431, 0.402832, -3.839065], [-16.727196, -0.385518, -4.362834], [-17.528149, 1.743159, -4.047017], [-16.486993, 2.210465, -4.901696], [-17.366751, -1.042097, -0.777673], [-17.528955, -2.729963, -1.324205], [-16.444036, -1.608328, -2.161266], [-19.501556, -1.408075, -2.028407], [-18.610134, -1.920208, -3.460206], [-16.491925, 1.682749, -5.860207], [-15.518362, 2.098463, -4.403596], [-16.656211, 3.273646, -5.093739], [11.982430, -4.798954, 11.538534], [11.263532, -4.658029, 12.869415], [10.088956, -3.844972, 12.745081], [9.033785, -4.423076, 12.124366], [8.996991, -5.561297, 11.673785], [8.027929, -3.515290, 12.057588], [6.892339, -3.968939, 11.324447], [12.211625, -3.814132, 11.119669], [12.912592, -5.360369, 11.659755], [11.364128, -5.319770, 10.801620], [11.923349, -4.150539, 13.581252], [11.011408, -5.632963, 13.302419], [6.515538, -4.916769, 11.720543], [7.148861, -4.067453, 10.264548], [6.103197, -3.218061, 11.420911]], "forces_ev_per_a": [[-0.104, -0.804, 0.431], [-0.135, 0.014, 0.051], [-0.706, 1.297, 0.145], [-0.698, -0.453, -0.635], [-0.206, 0.498, -0.293], [0.661, 0.275, 0.582], [0.854, 0.814, -0.796], [-1.291, -0.697, 0.404], [-0.162, 0.877, -1.479], [0.708, 0.286, -0.539], [1.006, 0.009, -0.338], [-0.026, -0.772, -0.267], [-0.128, -0.321, 1.038], [-0.880, -0.599, 0.434], [-0.320, 0.774, 0.664], [-1.150, 0.139, -2.490], [-3.601, 3.428, 2.085], [4.858, -6.849, -3.777], [0.434, 0.202, 1.975], [-0.268, 1.253, 4.185], [0.293, -1.198, 2.253], [2.764, -5.319, -0.771], [-5.854, 7.072, 1.906], [-2.107, -0.480, 1.535], [0.360, -1.003, 4.685], [3.190, 0.263, 1.647], [3.628, 1.848, -2.253], [0.272, 1.198, -4.081], [-3.903, -0.328, -2.239], [-0.174, -1.906, -0.191], [1.045, -0.854, -0.039], [-1.685, -4.021, 3.500], [1.739, 6.075, -5.127], [-0.399, 2.226, 0.169], [0.056, -0.833, 2.076], [2.382, -0.021, -0.815], [-0.175, 1.161, -1.892], [1.174, -2.104, -0.742], [-1.788, 0.598, -1.947], [-0.231, 1.181, 2.185], [-0.309, -1.274, -1.981], [2.228, -0.618, 0.963], [-0.531, 2.096, 0.767], [-1.476, -1.943, -0.689], [-1.388, 0.161, 2.221], [1.857, 1.182, 0.043], [-2.302, -0.971, 0.155], [0.837, -0.708, -1.901], [-0.039, -2.567, -0.202], [-0.450, 0.355, 2.435], [0.495, 0.019, 2.454], [0.421, 2.112, -0.663], [1.979, 0.399, 0.810], [-0.659, -2.168, 1.144], [-2.381, -0.831, -0.181], [1.215, -1.840, -0.429], [-1.437, 0.141, -2.253], [-1.059, 2.077, 1.220], [0.989, 1.958, 1.427], [-0.194, 1.108, -2.319], [-0.733, -2.275, -0.728], [1.254, 0.788, -2.072], [-0.713, -0.299, 2.087], [1.199, -2.289, -0.500], [0.483, 1.839, -1.931], [1.491, -0.168, -2.269], [0.086, -0.705, 2.856], [2.571, 0.253, 1.444], [2.155, 0.910, -1.226], [-0.652, 0.510, -2.616], [-2.640, -0.445, -1.181], [1.472, 1.547, -1.906], [-1.918, -1.572, -0.463], [0.274, -0.729, 2.555], [-1.567, 1.052, 1.694], [0.332, 0.139, -0.049], [0.098, -0.737, 0.272], [0.524, 0.570, -0.824], [0.602, -0.726, -0.127], [-1.329, 1.329, 0.750], [-0.194, -1.017, 0.205], [0.428, 0.296, -0.378], [-0.170, -0.160, -0.014], [-0.076, 0.148, 0.010], [-0.204, -0.082, -0.052], [0.109, 0.350, -0.176], [0.160, 0.242, 0.063], [0.054, -0.033, 0.269], [-0.137, -0.117, -0.187], [-0.214, -0.227, 0.231], [0.288, 0.153, 0.030], [0.103, -0.785, -0.080], [0.506, 0.832, -0.525], [0.489, -0.412, -0.373], [-1.239, 0.813, 1.179], [-0.185, -1.081, -0.230], [0.399, 0.431, -0.184], [-0.114, -0.163, -0.138], [-0.062, 0.117, 0.029], [-0.189, -0.072, -0.032], [0.099, 0.414, -0.033], [0.154, 0.196, 0.155], [0.059, -0.137, 0.206], [-0.129, -0.029, -0.208], [-0.198, -0.315, 0.105], [-0.344, 0.138, 0.123], [0.181, -0.698, 0.296], [-0.437, 0.993, 0.453], [-0.217, -0.405, 0.634], [0.437, 0.381, -1.824], [0.446, -0.819, 0.432], [-0.322, 0.399, 0.212], [0.227, -0.095, 0.026], [0.031, 0.086, -0.153], [0.206, 0.003, -0.007], [-0.254, 0.361, -0.021], [-0.266, 0.131, -0.080], [-0.127, -0.215, -0.106], [0.215, 0.066, 0.126], [0.195, -0.323, -0.089], [-0.307, 0.010, 0.151], [0.336, 0.599, 0.274], [-0.984, -0.069, -0.397], [-0.251, 0.704, 0.215], [0.728, -1.788, -0.070], [0.754, 0.816, 0.089], [-0.600, 0.001, -0.075], [0.172, 0.056, -0.110], [-0.012, -0.129, -0.044], [0.174, 0.008, -0.150], [-0.321, -0.216, -0.094], [-0.192, -0.166, 0.144], [0.102, -0.009, 0.242], [0.059, 0.059, -0.214], [0.369, 0.080, 0.104], [0.330, 0.141, -0.026], [0.093, -0.638, 0.222], [0.529, 0.461, -0.801], [0.523, -0.458, -0.078], [-1.245, 1.213, 0.696], [-0.188, -1.100, 0.218], [0.400, 0.285, -0.320], [-0.156, -0.132, -0.043], [-0.061, 0.115, -0.019], [-0.206, -0.087, -0.037], [0.113, 0.357, -0.195], [0.164, 0.231, 0.070], [0.050, -0.023, 0.249], [-0.130, -0.104, -0.192], [-0.194, -0.248, 0.225], [-0.175, -0.013, -0.314], [0.552, -0.386, -0.088], [-0.976, -0.261, -0.267], [0.113, -0.570, -0.414], [-0.016, 1.717, 0.771], [0.921, -0.648, 0.246], [-0.488, -0.036, -0.267], [0.083, -0.075, 0.175], [-0.076, 0.095, 0.047], [0.068, -0.025, 0.214], [-0.394, 0.126, -0.080], [-0.127, 0.165, -0.206], [0.208, 0.111, -0.122], [-0.026, -0.143, 0.271], [0.359, 0.002, 0.082]]}